{"formula": "C6H13O2", "method": "ωB97M-V with the def2-TZVPD basis set", "charge": 0, "e_homo_ev": [-10.985, -10.339], "multiplicity": 2, "s_squared": 0.7562, "e_above_lowest_kj_mol": 62.3, "species": ["C", "C", "C", "O", "O", "H", "H", "H", "H", "H", "C", "C", "C", "H", "H", "H", "H", "H", "H", "H", "H"], "xyz": [[-1.654, 1.357, -1.069], [-1.811, 0.044, -1.848], [-0.733, 2.465, -1.805], [-0.687, 3.503, -1.135], [-0.237, 2.083, -2.858], [-2.660, 1.766, -1.065], [-1.140, 1.318, -0.114], [-0.909, -0.204, -2.408], [-2.514, 0.194, -2.664], [-1.982, -0.768, -1.148], [1.668, -0.906, 1.906], [0.445, -0.098, 1.488], [1.826, -2.233, 1.159], [2.544, -0.327, 1.575], [1.779, -0.876, 2.991], [0.337, 0.731, 2.190], [-0.456, -0.712, 1.527], [1.412, -3.130, 1.627], [1.301, -2.061, 0.214], [0.630, 0.390, 0.530], [2.840, -2.537, 0.907]], "forces_ev_per_angstrom": [[-0.7, -0.8, -0.4], [1.6, 0.7, -0.4], [1.2, 0.9, -1.6], [-0.5, -0.6, 0.2], [-0.5, 0.0, 0.6], [0.2, 0.6, 0.7], [-0.5, -0.3, 0.2], [0.3, 0.0, 0.4], [-0.6, -0.3, 0.4], [-0.6, -0.1, -0.1], [1.4, 0.6, -0.4], [0.4, 0.2, 0.7], [-0.6, -0.3, -0.1], [-0.2, 0.1, 0.2], [-0.2, -0.7, 0.0], [-0.3, 0.0, 0.1], [-0.1, 0.2, -0.3], [-0.4, 0.3, 0.2], [0.1, -0.4, -0.1], [-0.3, -0.4, -0.3], [0.2, 0.4, 0.1]]}



{"formula": "H16O8", "method": "ωB97M-V with the def2-TZVPD basis set", "charge": 0, "e_homo_ev": -10.283, "smiles": "O.O.O.O.O.O.O.O", "e_above_lowest_kj_mol": 192.5, "species": ["O", "H", "H", "O", "H", "H", "O", "H", "H", "O", "H", "H", "O", "H", "H", "O", "H", "H", "O", "H", "H", "O", "H", "H"], "xyz": [[-0.345, 0.172, 0.613], [0.156, -0.024, -0.202], [-0.304, 1.136, 0.709], [0.402, 2.848, 1.103], [0.194, 2.717, 2.036], [1.182, 3.413, 1.103], [-1.053, -3.271, 0.770], [-0.475, -2.502, 0.807], [-1.778, -2.998, 0.196], [-1.639, 4.552, -0.249], [-0.910, 3.948, -0.058], [-1.524, 5.283, 0.365], [1.635, -1.787, 0.764], [1.242, -1.007, 1.185], [2.527, -1.516, 0.524], [1.023, 0.048, -1.782], [1.010, -0.536, -2.551], [1.778, 0.631, -1.909], [1.199, -2.847, -2.022], [1.179, -2.438, -1.140], [2.065, -2.648, -2.389], [-2.841, -1.192, 0.513], [-2.209, -0.507, 0.242], [-2.512, -1.476, 1.372]], "forces_ev_per_angstrom": [[0.1, 0.1, 0.1], [-0.2, 0.2, 0.0], [0.1, -0.3, -0.2], [0.1, 0.2, 0.2], [0.0, 0.1, 0.0], [0.0, -0.1, -0.1], [0.1, -0.3, 0.1], [0.1, -0.1, -0.1], [0.0, 0.1, 0.0], [0.1, 0.0, -0.1], [-0.2, 0.0, 0.1], [0.0, 0.0, 0.0], [0.2, 0.1, 0.1], [-0.1, 0.0, -0.1], [0.0, -0.1, 0.1], [0.3, 0.3, -0.2], [-0.2, -0.2, 0.2], [-0.1, 0.1, 0.0], [-0.1, 0.2, -0.1], [0.1, -0.2, 0.0], [0.1, -0.1, 0.1], [-0.3, 0.3, -0.2], [-0.1, -0.2, 0.2], [0.0, 0.0, 0.0]]}



{"formula": "C35H52F2MnN7O6PS2Si", "method": "ωB97M-V with the def2-TZVPD basis set", "charge": 0, "e_homo_ev": [-5.590, -6.358], "multiplicity": 6, "s_squared": 8.9110, "e_above_lowest_kj_mol": 577.7, "species": ["Mn", "C", "N", "C", "C", "N", "C", "S", "C", "C", "C", "C", "C", "N", "H", "H", "H", "H", "H", "H", "H", "H", "H", "F", "C", "C", "C", "C", "C", "F", "C", "C", "C", "C", "C", "C", "N", "H", "H", "H", "H", "H", "H", "N", "C", "P", "O", "O", "C", "N", "H", "H", "H", "H", "H", "H", "H", "H", "H", "H", "C", "C", "C", "C", "O", "Si", "O", "O", "C", "C", "C", "C", "O", "C", "C", "C", "C", "H", "H", "H", "H", "H", "H", "H", "H", "H", "H", "H", "H", "H", "H", "H", "H", "H", "H", "H", "H", "H", "H", "H", "H", "H", "H", "H", "S", "C", "N"], "xyz": [[0.770, -0.908, 0.469], [-4.807, -1.930, 0.402], [-3.706, -2.584, 1.076], [-3.810, -3.374, 2.188], [-2.588, -3.878, 2.445], [-1.704, -3.387, 1.489], [-2.420, -2.601, 0.644], [-1.861, -1.754, -0.750], [-0.381, -3.864, 1.425], [-0.221, -5.242, 1.625], [1.010, -5.774, 1.884], [2.087, -4.856, 2.016], [1.865, -3.534, 1.747], [0.702, -2.981, 1.368], [-5.665, -2.599, 0.383], [-4.502, -1.701, -0.616], [-5.080, -1.003, 0.906], [-4.734, -3.496, 2.723], [-2.247, -4.505, 3.246], [-1.094, -5.878, 1.548], [1.165, -6.836, 1.986], [3.076, -5.206, 2.272], [3.722, -3.256, 2.384], [-0.952, 1.676, 4.799], [-0.016, 0.864, 4.262], [-0.169, 0.431, 2.964], [0.791, -0.379, 2.366], [1.929, -0.730, 3.112], [2.018, -0.296, 4.436], [3.084, -0.668, 5.175], [1.063, 0.493, 5.040], [3.089, -1.365, 2.479], [4.364, -0.851, 2.514], [5.357, -1.290, 1.635], [4.924, -2.009, 0.505], [3.693, -2.573, 0.487], [3.059, -2.701, 1.815], [-1.012, 0.778, 2.387], [1.162, 0.811, 6.067], [4.553, 0.007, 3.145], [6.349, -0.869, 1.680], [5.522, -2.030, -0.396], [3.213, -3.072, -0.338], [-0.254, -4.173, -1.910], [0.237, -3.530, -3.140], [1.678, -2.509, -2.572], [2.823, -3.425, -2.342], [1.200, -1.713, -1.368], [2.041, -1.363, -3.970], [3.220, -0.606, -3.553], [0.543, -4.532, -1.388], [-0.874, -4.952, -2.105], [-1.086, -2.834, -1.223], [-0.563, -2.937, -3.589], [0.611, -4.253, -3.871], [1.214, -0.677, -4.144], [2.209, -1.953, -4.878], [3.124, 0.095, -1.791], [3.506, 0.075, -4.247], [3.993, -1.244, -3.386], [1.135, 2.639, -3.773], [-0.214, 2.360, -3.111], [-1.294, 3.267, -3.705], [-0.610, 0.892, -3.290], [-0.050, 2.690, -1.739], [-0.763, 2.071, -0.400], [-0.089, 0.684, 0.000], [-0.682, 3.160, 0.811], [0.021, 4.396, 0.961], [-0.244, 4.866, 2.389], [-0.499, 5.428, -0.044], [1.513, 4.164, 0.751], [-2.346, 1.845, -0.801], [-3.589, 2.008, -0.140], [-3.637, 1.151, 1.129], [-4.646, 1.546, -1.146], [-3.823, 3.475, 0.223], [1.077, 2.479, -4.851], [1.903, 1.991, -3.346], [1.428, 3.671, -3.584], [-1.460, 3.030, -4.757], [-0.991, 4.311, -3.622], [-2.221, 3.120, -3.153], [-0.556, 0.604, -4.341], [-1.625, 0.743, -2.924], [0.058, 0.266, -2.694], [-1.308, 5.053, 2.541], [0.308, 5.784, 2.587], [0.078, 4.099, 3.093], [-1.556, 5.632, 0.127], [-0.377, 5.036, -1.051], [0.064, 6.356, 0.052], [1.856, 3.372, 1.419], [2.085, 5.069, 0.949], [1.687, 3.853, -0.276], [-3.172, 0.183, 0.929], [-4.664, 1.002, 1.466], [-3.085, 1.653, 1.923], [-4.416, 0.536, -1.487], [-4.642, 2.207, -2.012], [-5.640, 1.562, -0.699], [-3.009, 3.817, 0.857], [-4.770, 3.582, 0.754], [-3.842, 4.086, -0.680], [3.301, 0.558, -0.494], [3.828, 2.072, -1.008], [4.260, 3.084, -1.351]], "forces_ev_per_angstrom": [[-0.2, -0.3, -0.6], [-0.3, 0.2, -0.1], [0.7, -0.1, -0.2], [0.0, -0.2, 0.3], [0.0, 0.2, 0.1], [-1.1, 0.3, 0.0], [-0.1, -0.2, 0.1], [0.0, 0.1, 0.1], [0.7, -0.5, -0.2], [-0.2, 0.3, -0.2], [0.0, -0.1, 0.0], [0.1, 0.3, 0.0], [0.0, -0.6, 0.3], [-0.1, 0.9, -0.3], [0.1, 0.0, 0.0], [-0.1, 0.0, 0.0], [0.0, -0.1, 0.0], [-0.1, 0.0, 0.0], [0.1, 0.0, 0.0], [0.0, 0.0, 0.0], [0.0, 0.0, 0.0], [0.0, 0.1, 0.0], [-0.1, -0.1, -0.1], [0.0, 0.0, 0.0], [0.1, -0.2, 0.2], [-0.3, -0.1, -0.6], [0.3, 0.7, 1.4], [-0.1, -0.2, -0.3], [-0.2, -0.2, -0.1], [0.0, 0.1, 0.0], [-0.1, 0.1, 0.0], [-0.1, 0.2, -0.3], [-0.1, -0.1, -0.3], [0.2, -0.1, 0.1], [0.0, -0.1, 0.3], [-0.2, 0.3, -0.5], [0.6, 0.0, 0.3], [-0.1, 0.1, 0.0], [0.0, 0.0, 0.0], [0.0, 0.0, 0.1], [0.0, 0.0, 0.0], [0.0, -0.1, -0.1], [0.0, -0.1, 0.1], [-0.1, 0.0, 0.0], [0.4, 0.1, 0.3], [-0.4, 0.0, -0.6], [0.2, -0.1, -0.2], [-0.4, 0.6, 0.2], [0.1, -0.2, 0.4], [0.2, 0.1, 0.0], [-0.1, 0.0, 0.1], [0.1, 0.0, 0.0], [0.1, -0.4, 0.1], [0.0, 0.1, 0.0], [0.0, 0.1, -0.1], [0.0, -0.1, 0.0], [-0.1, -0.1, 0.0], [0.0, 0.1, 0.2], [0.0, 0.0, 0.0], [0.0, 0.0, -0.1], [-0.1, -0.1, 0.1], [0.0, 0.1, -0.4], [0.1, -0.1, 0.2], [0.1, 0.2, 0.3], [0.0, 0.1, 0.2], [0.1, 0.0, -0.2], [0.2, -0.7, 0.2], [-0.1, -0.1, 0.0], [0.2, 0.4, 0.2], [0.0, -0.2, -0.2], [0.0, -0.3, 0.1], [-0.2, -0.2, 0.0], [0.0, 0.0, 0.0], [-0.3, 0.0, -0.1], [0.2, 0.2, -0.2], [0.1, 0.1, 0.2], [0.1, -0.2, -0.1], [0.0, 0.0, 0.0], [0.0, 0.0, 0.0], [0.0, 0.0, 0.0], [0.0, 0.0, 0.0], [0.0, 0.0, 0.0], [-0.1, 0.0, 0.0], [0.0, 0.0, 0.0], [-0.1, -0.1, 0.0], [0.0, 0.0, 0.0], [0.0, 0.0, 0.0], [0.0, 0.0, 0.0], [0.0, 0.0, 0.0], [0.0, 0.0, 0.0], [0.0, 0.1, -0.1], [0.0, 0.0, 0.0], [0.1, 0.0, 0.0], [0.0, 0.0, 0.0], [0.1, 0.0, -0.1], [0.0, 0.0, 0.1], [0.0, 0.1, 0.1], [0.1, -0.1, 0.1], [0.0, -0.1, 0.0], [0.0, 0.0, 0.0], [-0.1, 0.0, 0.0], [0.0, 0.1, 0.1], [0.0, 0.1, 0.0], [0.0, 0.0, 0.0], [0.0, -0.3, -0.1], [0.1, 0.3, -0.1], [0.0, 0.1, 0.0]]}



{"formula": "C29H76ClN6O17", "method": "ωB97M-V with the def2-TZVPD basis set", "charge": -1, "e_homo_ev": -5.836, "species": ["Cl", "O", "O", "O", "O", "C", "O", "N", "N", "H", "H", "H", "H", "C", "O", "C", "C", "N", "C", "C", "O", "C", "H", "H", "H", "H", "H", "H", "H", "H", "H", "H", "H", "H", "H", "H", "H", "C", "O", "C", "C", "N", "C", "C", "O", "C", "H", "H", "H", "H", "H", "H", "H", "H", "H", "H", "H", "H", "H", "H", "H", "C", "O", "C", "C", "N", "C", "C", "O", "C", "H", "H", "H", "H", "H", "H", "H", "H", "H", "H", "H", "H", "H", "H", "H", "C", "O", "C", "C", "N", "C", "C", "O", "C", "H", "H", "H", "H", "H", "H", "H", "H", "H", "H", "H", "H", "H", "H", "H", "C", "C", "O", "O", "H", "H", "H", "H", "H", "H", "C", "C", "O", "O", "H", "H", "H", "H", "H", "H"], "xyz": [[-0.276, 0.891, -3.058], [-0.111, 0.564, -1.676], [0.816, 1.771, -3.364], [-0.177, -0.360, -3.838], [-1.558, 1.591, -3.320], [-6.257, -3.009, -0.684], [-5.673, -3.986, -0.271], [-5.734, -2.137, -1.588], [-7.547, -2.740, -0.449], [-6.286, -1.330, -1.842], [-4.727, -2.067, -1.577], [-7.979, -3.318, 0.258], [-8.024, -2.019, -0.970], [3.793, 3.329, 4.491], [4.215, 3.687, 3.200], [3.227, 4.255, 2.405], [3.863, 4.333, 0.994], [4.931, 5.296, 0.755], [5.494, 5.097, -0.573], [6.598, 6.118, -0.799], [7.097, 5.994, -2.147], [7.993, 7.043, -2.486], [2.921, 3.914, 4.784], [4.574, 3.588, 5.206], [3.667, 2.246, 4.507], [3.063, 5.257, 2.802], [2.301, 3.686, 2.331], [3.079, 4.528, 0.262], [4.214, 3.335, 0.733], [5.619, 4.904, 1.383], [4.656, 5.169, -1.266], [6.003, 4.148, -0.742], [7.468, 5.995, -0.154], [6.173, 7.103, -0.609], [8.338, 7.164, -3.512], [8.911, 6.995, -1.900], [7.514, 7.994, -2.252], [-6.855, -0.565, -7.755], [-7.684, -0.890, -8.815], [-7.766, -2.342, -9.032], [-8.966, -2.360, -9.989], [-9.334, -3.624, -10.585], [-9.857, -4.458, -9.479], [-10.180, -5.947, -9.818], [-11.256, -6.024, -10.756], [-11.571, -7.429, -10.970], [-7.136, 0.428, -7.404], [-5.798, -0.635, -8.010], [-7.019, -1.165, -6.859], [-7.936, -2.895, -8.108], [-6.884, -2.630, -9.604], [-8.581, -1.749, -10.806], [-9.837, -1.867, -9.559], [-10.120, -3.365, -11.165], [-10.687, -4.066, -8.892], [-9.022, -4.674, -8.813], [-10.394, -6.401, -8.850], [-9.287, -6.375, -10.273], [-10.824, -8.133, -11.337], [-12.364, -7.372, -11.715], [-11.990, -7.927, -10.096], [-2.725, 1.751, 5.758], [-1.939, 2.023, 6.932], [-2.557, 2.786, 7.941], [-3.335, 1.819, 8.914], [-2.376, 1.157, 9.786], [-2.073, 2.055, 10.894], [-0.712, 1.627, 11.489], [0.259, 1.754, 10.509], [1.478, 1.273, 10.898], [-2.274, 1.091, 5.018], [-3.085, 2.649, 5.255], [-3.601, 1.224, 6.136], [-3.083, 3.643, 7.522], [-1.750, 3.238, 8.518], [-3.787, 1.078, 8.255], [-4.169, 2.312, 9.414], [-1.459, 1.102, 9.364], [-2.912, 1.956, 11.584], [-1.971, 3.085, 10.551], [-0.858, 0.648, 11.945], [-0.433, 2.294, 12.305], [1.605, 0.201, 10.745], [1.658, 1.345, 11.970], [2.257, 1.823, 10.370], [12.116, -4.215, 5.983], [10.988, -4.081, 5.094], [11.270, -3.416, 3.899], [10.243, -3.655, 2.796], [10.702, -3.046, 1.518], [10.019, -3.534, 0.340], [8.888, -2.687, -0.233], [7.700, -2.699, 0.613], [6.608, -1.983, 0.114], [11.783, -4.885, 6.777], [12.326, -3.300, 6.537], [12.992, -4.655, 5.507], [12.214, -3.799, 3.512], [11.417, -2.355, 4.100], [9.284, -3.235, 3.101], [10.208, -4.727, 2.602], [11.697, -3.089, 1.350], [9.786, -4.590, 0.477], [10.812, -3.634, -0.401], [8.609, -3.156, -1.176], [9.275, -1.724, -0.567], [5.953, -2.509, -0.581], [6.916, -1.030, -0.317], [6.078, -1.743, 1.035], [-4.626, 8.841, -2.834], [-3.647, 7.804, -3.328], [-2.956, 7.176, -2.260], [-5.705, 8.294, -2.196], [-5.043, 9.507, -3.590], [-4.166, 9.445, -2.052], [-2.949, 8.334, -3.975], [-4.028, 7.002, -3.960], [-2.518, 6.426, -2.670], [-5.463, 7.969, -1.326], [-1.297, -6.081, -2.011], [-0.414, -5.584, -0.827], [-1.177, -5.480, 0.358], [-1.924, -7.307, -1.617], [-0.561, -6.288, -2.788], [-1.964, -5.354, -2.473], [0.028, -4.600, -0.979], [0.414, -6.222, -0.518], [-0.794, -4.867, 0.990], [-2.087, -7.766, -2.444]], "forces_ev_per_angstrom": [[-0.2, -0.4, -0.7], [-0.9, -0.4, 1.1], [0.3, 0.5, -1.0], [-0.5, 1.4, 0.4], [1.3, -1.1, 0.3], [0.5, -0.4, -1.3], [0.3, -0.1, 0.7], [0.8, 0.5, -0.4], [-1.6, -0.1, 0.9], [0.6, 0.0, 0.1], [-0.2, 0.1, -0.3], [-0.3, 0.3, -0.4], [-0.1, -0.4, 0.6], [0.5, 0.1, 0.1], [0.7, -0.6, 0.5], [1.3, 1.0, -1.6], [-1.6, -0.2, -0.6], [0.4, -0.8, 1.1], [0.6, 0.2, -0.1], [-0.1, 0.4, -1.2], [0.0, 0.2, -0.5], [-0.2, 0.6, 1.0], [-0.3, -0.4, 0.0], [0.2, 0.0, 0.0], [-0.5, 0.0, 0.3], [-0.6, 0.3, -0.2], [0.0, -0.2, 0.2], [-0.3, 0.1, 0.0], [0.0, -0.4, 0.2], [0.7, 0.6, 0.5], [0.3, 0.3, -0.4], [-0.4, -0.6, 0.2], [-0.1, -0.2, 0.5], [0.1, 0.3, -0.2], [-0.6, -1.0, -0.3], [0.1, -0.1, 0.3], [0.0, 0.3, 0.1], [0.2, 0.5, 1.0], [-0.3, -1.7, 0.1], [-1.1, 1.9, -1.0], [1.0, 0.5, -0.7], [-0.8, -0.9, 1.4], [0.6, -2.2, -0.7], [0.0, 2.2, -0.9], [0.7, -2.2, 0.7], [-1.4, 1.0, -0.5], [0.4, 0.3, -0.4], [0.2, 0.2, 0.0], [-0.1, -0.6, 0.0], [0.3, 0.2, 0.1], [0.2, -0.5, 0.4], [-0.4, 0.3, -0.1], [0.1, 0.2, 0.4], [-0.1, -0.5, -0.5], [-0.1, 0.5, -0.1], [0.1, 0.7, 0.4], [-0.3, -0.5, -0.1], [0.1, -0.3, 0.1], [0.8, 0.7, -0.2], [0.0, -0.3, 0.0], [-0.1, 0.4, 0.4], [-1.0, -0.1, 1.4], [0.9, -0.2, -1.3], [-0.3, -0.4, 0.6], [0.7, 0.3, -2.1], [-0.2, 0.6, 0.9], [0.6, -0.7, 0.2], [-1.9, 1.0, 1.0], [-0.9, 0.0, -0.8], [1.6, -0.7, 0.5], [0.7, 0.2, 0.5], [0.2, 0.3, 0.1], [-0.4, -0.1, -0.4], [-0.6, -0.1, -0.1], [0.2, -0.1, 0.0], [-0.1, -0.1, 0.1], [0.3, 0.0, 0.5], [-0.2, -0.5, -1.1], [0.3, 0.3, 0.5], [-0.1, 0.4, 0.1], [0.5, -0.6, -0.4], [-0.1, 0.2, 0.3], [-0.1, -0.3, -0.6], [-0.1, 0.6, 0.3], [0.0, -0.1, 0.0], [-1.4, -0.2, 0.2], [0.3, -0.6, 0.8], [0.7, 0.3, -0.5], [1.0, 0.3, -0.5], [-0.5, 0.8, 0.9], [0.6, -0.2, 0.0], [-0.9, -1.4, -0.1], [2.3, -0.2, -0.7], [-0.1, 0.8, 0.9], [0.0, -0.3, -0.2], [0.3, 0.4, -0.5], [0.1, 0.2, -0.2], [0.4, 0.0, -0.1], [-0.1, 0.3, -0.2], [-0.1, -0.2, -0.3], [-0.5, -0.3, 0.5], [0.0, -0.2, 0.6], [-0.9, -0.2, 0.1], [-0.2, 0.5, -0.6], [-0.1, -0.3, -0.3], [-0.3, 0.6, 0.8], [0.2, -0.3, -0.1], [0.1, 0.1, -0.2], [-0.6, 0.1, -0.3], [0.7, 0.1, 0.7], [0.7, 0.3, -0.9], [-0.2, 0.3, 0.2], [-2.4, -1.2, 0.8], [0.4, -0.2, -0.4], [0.9, 0.5, -0.5], [0.4, 0.2, -0.1], [-0.9, 0.3, 0.0], [0.2, -0.2, 0.4], [0.2, -0.1, -0.1], [1.9, -0.4, 0.8], [-0.4, 0.7, 0.7], [-1.3, -0.2, 0.5], [0.0, 0.5, -0.4], [0.2, -0.1, -0.3], [-0.3, 0.2, 0.7], [0.0, 0.1, -0.9], [0.1, -0.7, -1.1], [0.2, 0.1, -0.3], [-0.2, -0.2, 0.1]]}



Number 1: strongest force on any atom 2.20 eV/A, E_tot -386.7977 Ha. Number 2: strongest force on any atom 0.46 eV/A, E_tot -611.5093 Ha. Number 3: strongest force on any atom 1.57 eV/A, E_tot -4977.7319 Ha. Number 4: strongest force on any atom 2.82 eV/A, E_tot -3217.8168 Ha.